No. 1
# C2H8N2Si

C2H8N2Si in the gas phase (ωB97M-V with the def2-TZVPD basis set, OMol25).

molecular weight: 88.2 Da
energy above the lowest of the compared OMol25 structures with the same formula, charge and spin: 24.7 kcal/mol
calculated total energy: -479.89062 Eh
E_LUMO: 0.0424 Eh

Geometry as ORCA input:
```
! wB97M-V def2-TZVPD RIJCOSX def2/J DEFGRID3
* xyz 0 1
Si -0.230 0.322 -1.405
N -0.574 -0.711 0.906
N 0.759 -0.066 1.154
C 1.508 0.143 -0.080
C -1.337 0.250 0.109
H -0.816 -1.012 1.818
H -2.276 -0.401 -0.083
H -0.527 1.338 -2.392
H 1.313 -0.692 1.779
H -1.616 1.162 0.512
H 2.320 -0.552 -0.357
H -0.461 -0.942 -1.959
H 1.938 1.160 -0.004
*
```

Mulliken atomic charge list, values in e, 4 entries: atom 1 (Si): 0.4809, atom 2 (N): -0.3247, atom 3 (N): -0.4122, atom 4 (C): -0.5820

---

No. 2
# C15H27N4O6P

4 unconnected molecules or ions with the total composition C15H27N4O6P (ωB97M-V with the def2-TZVPD basis set, OMol25).

molecular weight: 390.4 Da
energy above the lowest of the compared OMol25 structures with the same formula, charge and spin: 0.0 kcal/mol
calculated total energy: -1599.58225 Eh
E_LUMO: -0.0382 Eh

Geometry as ORCA input:
```
! wB97M-V def2-TZVPD RIJCOSX def2/J DEFGRID3
* xyz 0 1
P -0.483 -7.017 1.548
O -0.632 -7.061 -0.125
O 4.423 -5.719 1.572
O -0.181 -3.823 2.099
O -2.799 4.345 -3.892
O -1.245 0.288 -0.628
O 2.259 -0.345 1.555
N 0.143 -8.569 1.924
N 0.186 1.900 -1.234
N 0.859 1.141 2.465
N -1.808 5.257 -2.106
C 3.298 -5.304 1.652
C -2.486 5.355 -3.281
C -1.527 1.163 -2.840
C -0.868 1.071 -1.486
C 0.782 2.892 -2.109
C 0.614 -1.228 3.059
C 1.312 -0.128 2.302
C 3.008 -3.990 0.987
C 0.732 -4.345 1.513
C 0.941 -5.814 1.693
C -1.348 6.325 -1.239
C 1.789 -3.512 0.857
C 2.164 -6.255 1.925
C -2.824 6.736 -3.784
C -0.239 1.608 3.290
H -0.716 0.791 3.820
H -1.618 4.305 -1.835
H -1.939 2.161 -3.005
H 0.576 1.779 -0.312
H 1.536 -2.589 0.355
H 0.282 2.935 -3.072
H 2.460 -7.274 2.144
H -2.340 0.444 -2.883
H 0.140 2.333 4.013
H 1.154 -8.653 1.798
H -3.360 6.645 -4.725
H -1.914 7.312 -3.957
H 1.084 -2.166 2.829
H -0.977 2.102 2.655
H 1.375 1.820 1.928
H -1.609 7.301 -1.633
H 1.835 2.645 -2.259
H -0.251 -6.307 -0.590
H -0.434 -1.283 2.766
H 3.789 -3.421 0.496
H -3.463 7.255 -3.069
H -0.810 0.925 -3.628
H -0.263 6.259 -1.135
H -0.220 -9.304 1.321
H -1.799 6.204 -0.252
H 0.717 3.868 -1.623
H 0.694 -1.054 4.134
*
```

Mulliken atomic charge list, values in e, 4 entries: atom 1 (P): 0.2125, atom 2 (O): -0.5079, atom 3 (O): -0.5273, atom 4 (O): -0.5457

---

No. 3
# H10O5

A molecular structure, H10O5 (ωB97M-V with the def2-TZVPD basis set, OMol25).

molecular weight: 90.1 Da
energy above the lowest of the compared OMol25 structures with the same formula, charge and spin: 152.9 kcal/mol
calculated total energy: -381.98046 Eh
E_LUMO: -0.0215 Eh

Geometry as ORCA input:
```
! wB97M-V def2-TZVPD RIJCOSX def2/J DEFGRID3
* xyz 0 1
O 0.419 -0.072 0.324
O 1.294 -1.254 -1.378
O -1.286 0.803 -0.404
O 1.174 -1.727 1.484
O -1.636 2.027 1.296
H -0.700 2.074 1.488
H -1.996 0.217 -0.667
H -1.692 1.492 0.504
H -1.247 1.459 -1.100
H 0.703 -1.015 1.050
H 2.102 -1.226 -1.890
H -0.371 0.431 0.126
H 2.036 -1.361 1.679
H 0.597 -1.290 -2.033
H 0.603 -0.557 -0.480
*
```

Mulliken atomic charge list, values in e, 4 entries: atom 1 (O): -0.8865, atom 2 (O): -0.5646, atom 3 (O): -0.5942, atom 4 (O): -0.7798

---

No. 4
# C7H11N5O

C7H11N5O in the gas phase (ωB97M-V with the def2-TZVPD basis set, OMol25).

molecular weight: 181.2 Da
energy above the lowest of the compared OMol25 structures with the same formula, charge and spin: 72.9 kcal/mol
calculated total energy: -622.27294 Eh
E_LUMO: 0.0240 Eh

Geometry as ORCA input:
```
! wB97M-V def2-TZVPD RIJCOSX def2/J DEFGRID3
* xyz 0 1
O -2.944 -1.777 -1.415
N 2.711 1.957 -1.268
N 2.594 0.287 0.422
N -0.451 -0.502 0.066
N 0.887 -0.012 1.979
N -0.716 -0.001 -1.290
C 0.593 1.619 -0.061
C 2.043 1.300 -0.390
C 0.043 0.509 0.929
C -2.171 -2.207 -0.345
C -0.187 1.162 -1.302
C -1.641 -1.114 0.609
C 2.042 -0.204 1.605
H -2.820 -2.831 0.268
H -0.804 0.849 1.470
H -1.495 -1.415 1.684
H -0.438 1.958 -2.069
H -1.265 -2.745 -0.578
H 2.666 -0.838 2.229
H 0.498 2.707 0.114
H 3.544 0.055 0.134
H -2.445 -0.384 0.622
H 2.153 2.734 -1.528
H -2.396 -1.107 -1.883
*
```

Mulliken atomic charge list, values in e, 4 entries: atom 1 (O): -0.5427, atom 2 (N): -0.8488, atom 3 (N): -0.1161, atom 4 (N): 0.2410

---

No. 5
# C21H45O2P3Pb

A molecular structure, C21H45O2P3Pb (ωB97M-V with the def2-TZVPD basis set, OMol25).

molecular weight: 629.7 Da
calculated total energy: -2192.99754 Eh
E_LUMO (alpha / beta): -0.5031 / -0.5252 Eh

Geometry as ORCA input:
```
! wB97M-V def2-TZVPD RIJCOSX def2/J DEFGRID3
* xyz 4 1
Pb -0.762 -0.648 0.395
P -1.465 1.878 0.761
P -2.869 -1.217 -1.685
P 1.852 -0.607 1.444
O -1.761 -2.366 2.087
O 2.757 4.787 -0.631
C 5.057 4.794 -3.505
C 5.494 3.463 -3.416
C -1.825 -4.523 3.114
C 1.125 -2.329 -2.347
C -4.642 -1.161 -1.177
C -0.787 3.007 -0.473
C 4.224 5.335 -2.525
C 2.803 0.839 0.866
C 3.031 -1.983 1.227
C -2.874 0.077 -2.983
C 0.787 -3.401 -1.637
C -3.279 -4.024 2.989
C -3.178 -2.729 2.176
C -3.246 2.173 0.757
C -2.862 -2.737 -2.716
C -0.995 -3.255 2.962
C 3.799 4.493 -1.468
C 5.140 2.677 -2.313
C 4.338 3.213 -1.306
C 1.842 -0.367 3.261
C -0.883 2.487 2.359
H -3.443 3.210 1.064
H -3.749 1.497 1.458
H -3.655 -2.674 -3.479
H -3.681 -3.785 3.983
H 3.142 -2.209 0.155
H 0.214 2.545 2.386
H -0.157 -3.941 -1.802
H -3.933 -4.751 2.505
H -4.940 -2.137 -0.763
H 2.038 -1.748 -2.130
H -1.633 -5.043 4.051
H 1.407 -3.768 -0.798
H -1.868 0.149 -3.421
H 1.154 0.450 3.531
H -1.208 1.817 3.165
H 4.008 -1.711 1.658
H -3.035 -3.610 -2.070
H 2.646 -2.883 1.730
H 4.072 2.654 -0.411
H 2.476 5.704 -0.799
H -0.878 -2.738 3.942
H 5.480 1.649 -2.219
H 1.488 -1.290 3.748
H -3.131 1.054 -2.539
H 0.309 2.978 -0.483
H 0.485 -1.932 -3.148
H -1.141 2.731 -1.473
H -1.877 -2.851 -3.195
H -3.674 2.006 -0.242
H -1.110 4.034 -0.255
H 3.816 0.823 1.286
H -1.302 3.487 2.540
H 2.868 0.813 -0.232
H -3.711 -1.882 2.652
H 3.878 6.370 -2.578
H -4.774 -0.396 -0.398
H 2.860 -0.128 3.615
H 5.370 5.407 -4.352
H -5.274 -0.911 -2.047
H -3.569 -2.864 1.148
H -1.610 -5.213 2.284
H 0.001 -3.421 2.530
H -3.599 -0.181 -3.766
H 6.120 3.038 -4.203
H 2.300 1.777 1.158
*
```

Mulliken atomic charge list, values in e, 4 entries: atom 1 (Pb): 1.4732, atom 2 (P): 0.4853, atom 3 (P): 0.4737, atom 4 (P): 0.3377

---

No. 6
# C5H6N2

C5H6N2 in the gas phase (ωB97M-V with the def2-TZVPD basis set, OMol25).

molecular weight: 94.1 Da
energy above the lowest of the compared OMol25 structures with the same formula, charge and spin: 131.6 kcal/mol
calculated total energy: -303.42638 Eh
E_LUMO: -0.0044 Eh

Geometry as ORCA input:
```
! wB97M-V def2-TZVPD RIJCOSX def2/J DEFGRID3
* xyz 0 1
N 2.039 2.219 0.597
N 0.118 0.780 -0.116
C -1.109 -0.940 -0.059
C 1.240 1.443 0.264
C 0.095 -0.495 -0.911
C 1.417 -0.736 -0.303
C -0.838 0.245 0.884
H -0.364 -0.019 1.832
H -2.060 -0.845 -0.583
H -0.037 -0.341 -1.985
H -0.999 -1.927 0.384
H -1.650 0.958 1.046
H 2.149 -0.340 -1.050
*
```

Mulliken atomic charge list, values in e, 4 entries: atom 1 (N): -0.4836, atom 2 (N): -0.0586, atom 3 (C): -0.5278, atom 4 (C): 0.3555

---

No. 7
# C10H16ClNO2PS

2 unconnected molecules or ions with the total composition C10H16ClNO2PS (ωB97M-V with the def2-TZVPD basis set, OMol25).

molecular weight: 280.7 Da
calculated total energy: -1795.30524 Eh
E_LUMO: -0.1356 Eh

Geometry as ORCA input:
```
! wB97M-V def2-TZVPD RIJCOSX def2/J DEFGRID3
* xyz 1 1
Cl 2.477 2.743 -0.338
S -1.090 3.109 -1.046
P -0.342 1.943 -2.540
O -0.005 0.141 0.677
O -1.375 1.236 1.902
N -0.837 0.198 1.580
C -0.552 -2.211 1.936
C 2.235 1.475 -1.574
C -0.835 0.227 -2.412
C -2.510 -2.138 3.923
C -2.168 -0.968 3.265
C 3.576 0.869 -2.023
C -1.196 -1.034 2.281
C 1.439 2.075 -2.754
C -1.882 -3.332 3.594
C -0.905 -3.369 2.606
H -0.949 2.474 -3.678
H 3.688 0.898 -3.106
H 1.646 0.708 -1.071
H -2.639 -0.027 3.508
H -0.769 -0.095 -1.372
H -1.864 0.135 -2.759
H 1.660 3.140 -2.859
H -0.415 -4.301 2.360
H 3.656 -0.167 -1.695
H -3.266 -2.115 4.695
H 4.409 1.414 -1.584
H -0.186 -0.387 -3.038
H -0.751 2.237 -0.070
H 0.212 -2.214 1.173
H 1.693 1.579 -3.696
H -2.154 -4.242 4.113
*
```

Mulliken atomic charge list, values in e, 4 entries: atom 1 (Cl): -0.1438, atom 2 (S): -0.1384, atom 3 (P): 0.3812, atom 4 (O): -0.5016